(1)
C4H8N2S | ωB97M-V/def2-TZVPD

## Properties
Net charge   0
Lowest unoccupied orbital energy   0.8 eV
SMILES string   C[C@]1(S)C=NNC1
Gap between HOMO and LUMO   0.34808 Eh

Geometry (Å):
C  -1.02260  1.25595  0.25646
C  -0.25926  -0.11261  0.07197
S  -1.54598  -1.37700  -0.24572
C  0.72348  -0.50207  1.21146
N  1.84509  -0.85986  0.67718
N  1.72527  -0.73913  -0.72190
C  0.57188  -0.00371  -1.09772
H  -1.37106  1.78768  -0.77789
H  -0.35202  1.95106  0.81002
H  -2.12473  1.06765  0.80408
H  -1.92655  -1.66016  1.02437
H  0.45574  -0.97177  2.31248
H  2.51104  -0.66083  -1.27310
H  0.06630  -0.26075  -2.07983
H  0.70338  1.08553  -0.97184

Atom charges from the Löwdin analysis, given in e for atoms 1 to 6: -0.14, -0.86, 0.75, -0.15, 0.05, -0.04

=====

(2)
C4H8N2S | ωB97M-V/def2-TZVPD

## Properties
Net charge   0
Lowest unoccupied orbital energy   0.9 eV
SMILES string   C[C@H]1C=NSN1C
Gap between HOMO and LUMO   0.31117 Eh

Geometry (Å):
C  0.96902  -1.16499  0.74433
C  0.72601  0.11045  -0.12471
C  1.10074  -0.03702  -1.54849
N  0.12354  -0.01408  -2.36292
S  -1.38084  0.40387  -1.74241
N  -0.84990  0.18726  -0.14438
C  -1.50633  0.97124  0.83858
H  0.77327  -1.93617  -0.05029
H  0.06917  -1.27325  1.45605
H  1.87453  -1.28349  1.31696
H  1.08090  1.05782  0.32985
H  1.93944  -0.56296  -1.96569
H  -2.47193  1.07925  0.39648
H  -1.47149  0.54397  1.83606
H  -0.97614  1.91811  1.02058

Atom charges from the Löwdin analysis, given in e for atoms 1 to 6: -0.05, -0.34, -0.23, -0.30, 0.90, -0.51

=====

(3)
C4H8N2S | ωB97M-V/def2-TZVPD

## Properties
Net charge   0
Lowest unoccupied orbital energy   0.8 eV
SMILES string   SC[C@H]1C=NNC1
Gap between HOMO and LUMO   0.34796 Eh

Geometry (Å):
S  2.23779  -0.45831  -0.74966
C  1.44963  0.49022  0.56323
C  -0.06678  0.36006  0.60767
C  -0.79518  1.02301  -0.58473
N  -1.81199  0.35650  -0.99699
N  -1.89741  -0.79235  -0.34161
C  -0.62832  -1.08081  0.42559
H  1.75930  0.25880  -1.84159
H  1.75345  1.52233  0.46242
H  1.92395  0.20988  1.52791
H  -0.41128  0.87860  1.50451
H  -0.72489  2.08181  -0.81196
H  -2.01637  -1.57944  -0.95706
H  -0.82414  -1.63416  1.37165
H  0.05223  -1.63613  -0.17938

Atom charges from the Löwdin analysis, given in e for atoms 1 to 6: 0.70, -0.55, -0.34, -0.14, 0.00, -0.08

=====

(4)
C4H8N2S | ωB97M-V/def2-TZVPD

## Properties
Net charge   0
Lowest unoccupied orbital energy (alpha / beta)   -0.4 / -0.4 eV
Gap between HOMO and LUMO (alpha / beta)   0.26982 / 0.27168 Eh

Geometry (Å):
C  1.80600  0.61877  0.53349
C  -0.02542  0.65834  1.95443
C  -0.72892  -0.54968  1.52108
C  -0.67305  -0.29583  -2.45006
N  1.08454  1.12362  1.51562
N  -0.07583  0.00417  -1.18750
S  1.51089  0.04313  -1.01434
H  2.83334  1.06926  0.48636
H  -0.52386  1.15596  2.79550
H  -1.62436  -0.62794  2.12851
H  -0.09368  -1.56916  1.75473
H  -0.88015  -0.47035  0.40153
H  -0.02083  -0.89906  -3.15459
H  -1.74184  -0.86047  -2.27325
H  -0.84683  0.59921  -3.01152

Atom charges from the Löwdin analysis, given in e for atoms 1 to 6: -0.53, -0.22, -0.11, -0.27, -0.01, -0.51